Record 1
Below is a structure of composition C3H5CuLiO4 in a non-equilibrium geometry, with properties calculated with ωB97M-V/def2-TZVPD.

Values from the calculation:
Highest occupied orbital energy (alpha / beta): -17.32 / -17.41 eV
2S+1: 2
Net charge: +2
Frontier orbital gap (alpha / beta): 8.043 / 8.057 eV

Cartesian coordinates (Å):
1 O 0.347 -0.573 0.050
2 C 1.756 -0.829 -0.174
3 C -0.215 0.461 -0.503
4 O 2.415 -0.744 0.862
5 O 2.133 -0.971 -1.329
6 C -1.626 0.738 -0.213
7 Cu 4.510 -1.493 -1.538
8 H 0.444 1.303 -0.756
9 H -1.698 1.535 0.549
10 H -1.524 -0.188 -1.119
11 H -2.033 1.402 -1.020
12 Li 2.047 -0.489 2.645
13 O -3.004 -0.406 1.038
14 H -3.551 0.254 1.507

These are the natural (NBO) partial charges, in e, on atoms 1 to 6: O -0.42; C 0.99; C 0.44; O -0.82; O -0.70; C -0.69

Record 2
Below is a structure of composition C43H50BrN4O8SiW in a non-equilibrium geometry, with properties calculated with ωB97M-V/def2-TZVPD.

Values from the calculation:
Highest occupied orbital energy (alpha / beta): -3.99 / -5.77 eV
2S+1: 3
Net charge: -1
Relative energy (zero: lowest compared OMol25 entry of this formula, charge and spin): 2.6932 eV
Frontier orbital gap (alpha / beta): 5.152 / 6.990 eV

Cartesian coordinates (Å):
1 W 0.071 0.048 0.509
2 C 4.693 -4.052 -4.718
3 C 4.138 -4.861 -3.537
4 C 5.281 -5.664 -2.912
5 C 3.079 -5.848 -4.052
6 C 3.484 -3.909 -2.539
7 C 2.404 -3.136 -2.936
8 C 1.785 -2.301 -2.033
9 Br 0.271 -1.321 -2.663
10 C 2.191 -2.139 -0.684
11 O 1.496 -1.360 0.146
12 C 3.339 -2.887 -0.302
13 C 3.913 -3.752 -1.232
14 C 3.951 -2.867 1.105
15 C 5.429 -3.290 1.107
16 C 3.919 -1.464 1.711
17 C 3.165 -3.854 1.993
18 H 5.133 -4.724 -5.459
19 H 5.461 -3.355 -4.378
20 H 3.905 -3.475 -5.200
21 H 5.701 -6.339 -3.660
22 H 4.923 -6.266 -2.075
23 H 6.081 -5.010 -2.563
24 H 3.525 -6.551 -4.760
25 H 2.267 -5.324 -4.553
26 H 2.652 -6.414 -3.222
27 H 2.019 -3.165 -3.946
28 H 4.755 -4.341 -0.905
29 H 6.008 -2.706 0.390
30 H 5.571 -4.350 0.889
31 H 5.841 -3.111 2.102
32 H 4.457 -0.774 1.061
33 H 4.417 -1.474 2.681
34 H 2.905 -1.097 1.839
35 H 3.543 -4.871 1.865
36 H 2.112 -3.863 1.716
37 H 3.254 -3.584 3.048
38 O 0.890 2.154 -2.751
39 C 0.425 1.845 -1.683
40 O 0.980 0.923 -0.886
41 C -0.759 2.413 -1.064
42 C -1.487 3.446 -1.645
43 C -2.527 4.022 -0.962
44 C -2.799 3.545 0.330
45 C -2.055 2.521 0.847
46 N -1.039 1.912 0.197
47 H -1.183 3.753 -2.637
48 H -3.123 4.816 -1.390
49 H -3.595 3.977 0.918
50 H -2.259 2.154 1.844
51 O -3.737 -1.902 5.949
52 C -4.289 -1.819 4.838
53 O -5.374 -2.244 4.418
54 C -3.415 -1.081 3.782
55 C -2.365 -0.246 4.199
56 C -1.461 0.223 3.291
57 N -1.452 -0.128 1.982
58 C -2.547 -0.853 1.555
59 C -3.528 -1.308 2.428
60 C -2.496 -1.169 0.132
61 O -3.311 -1.763 -0.520
62 O -1.341 -0.715 -0.386
63 H -2.287 0.000 5.249
64 H -0.660 0.896 3.564
65 H -4.353 -1.887 2.033
66 C 1.109 1.596 5.438
67 C 2.361 1.417 4.565
68 C 3.517 2.223 5.173
69 C 2.737 -0.072 4.626
70 Si 2.054 1.950 2.738
71 O 1.125 0.878 1.948
72 C 1.328 3.709 2.611
73 C 1.153 4.610 3.662
74 C 0.677 5.896 3.444
75 C 0.367 6.312 2.159
76 C 0.553 5.442 1.094
77 C 1.040 4.166 1.323
78 C 3.665 2.211 1.746
79 C 4.629 3.162 2.094
80 C 5.722 3.414 1.281
81 C 5.866 2.738 0.078
82 C 4.914 1.803 -0.300
83 C 3.833 1.546 0.530
84 H 1.345 1.360 6.480
85 H 0.321 0.914 5.119
86 H 0.711 2.610 5.408
87 H 3.680 1.923 6.213
88 H 3.318 3.297 5.165
89 H 4.440 2.052 4.616
90 H 2.636 -0.446 5.649
91 H 3.770 -0.218 4.310
92 H 2.090 -0.660 3.973
93 H 1.402 4.319 4.674
94 H 0.552 6.576 4.278
95 H -0.007 7.314 1.986
96 H 0.327 5.758 0.083
97 H 1.229 3.508 0.485
98 H 4.507 3.728 3.011
99 H 6.459 4.152 1.577
100 H 6.717 2.938 -0.562
101 H 5.006 1.284 -1.246
102 H 3.093 0.829 0.222
103 N -0.350 -2.654 1.541
104 N 0.447 -2.023 2.586
105 H -1.076 -3.247 1.936
106 H 0.258 -3.221 0.967
107 H 1.050 -2.700 3.048
108 H -0.197 -1.692 3.291

These are the Mulliken partial charges, in e, on atoms 1 to 6: W 1.46; C -1.69; C 2.09; C -2.12; C -1.67; C 0.09

Record 3
Below is a cluster of 5 separate species, C53H70F3N7O12P in total, with properties calculated with ωB97M-V/def2-TZVPD.

Values from the calculation:
Highest occupied orbital energy: -10.72 eV
Net charge: +1
Frontier orbital gap: 8.750 eV

Cartesian coordinates (Å):
1 C 3.960 3.266 4.233
2 C 4.005 1.733 4.307
3 N 3.425 1.073 3.111
4 C 2.486 -0.009 3.410
5 C 2.541 -1.088 2.305
6 C 2.538 -2.495 2.927
7 C 2.491 -3.650 1.932
8 C 3.470 -3.537 0.766
9 O 1.130 -3.739 1.484
10 C 0.674 -5.064 1.207
11 C -0.770 -4.971 0.808
12 C -1.786 -5.466 1.605
13 C -3.102 -5.327 1.194
14 C -3.407 -4.682 0.014
15 C -2.390 -4.186 -0.794
16 C -1.075 -4.336 -0.391
17 C 1.437 -0.886 1.273
18 C 1.636 0.402 0.489
19 C 2.729 0.221 -0.577
20 C 2.704 1.361 -1.599
21 C 3.746 1.125 -2.693
22 C 3.548 1.985 -3.940
23 C 2.313 1.607 -4.750
24 C 1.987 2.659 -5.838
25 C 0.715 3.409 -5.489
26 O 0.292 4.300 -6.530
27 C -0.635 3.786 -7.375
28 C -1.616 4.801 -7.883
29 O -0.655 2.627 -7.689
30 N 0.093 -1.088 1.932
31 C -1.056 -0.740 1.029
32 C 0.018 -0.572 3.355
33 C -1.406 -0.337 3.876
34 F -2.064 0.725 3.404
35 F -2.198 -1.409 3.667
36 F -1.298 -0.190 5.209
37 C 1.047 0.527 3.723
38 P 0.791 2.363 3.307
39 N -0.269 2.379 1.941
40 O -0.278 2.695 4.521
41 H 3.917 3.577 3.192
42 H 3.092 3.677 4.740
43 H 4.858 3.689 4.676
44 H 3.467 1.411 5.199
45 H 5.050 1.442 4.393
46 H 4.200 0.656 2.613
47 H 2.823 -0.500 4.333
48 H 3.494 -0.957 1.799
49 H 1.713 -2.639 3.623
50 H 3.447 -2.600 3.521
51 H 2.737 -4.562 2.481
52 H 3.014 -3.020 -0.076
53 H 3.822 -4.508 0.433
54 H 4.346 -2.960 1.062
55 H 0.817 -5.716 2.070
56 H 1.239 -5.454 0.356
57 H -1.554 -5.958 2.539
58 H -3.898 -5.706 1.818
59 H -4.432 -4.551 -0.297
60 H -2.614 -3.673 -1.718
61 H -0.289 -3.951 -1.028
62 H 1.499 -1.708 0.568
63 H 0.745 0.727 -0.044
64 H 1.960 1.221 1.132
65 H 3.719 0.209 -0.122
66 H 2.539 -0.714 -1.110
67 H 1.708 1.429 -2.034
68 H 2.957 2.283 -1.071
69 H 4.744 1.257 -2.276
70 H 3.680 0.077 -3.004
71 H 3.535 3.043 -3.670
72 H 4.413 1.831 -4.586
73 H 2.480 0.653 -5.246
74 H 1.443 1.506 -4.099
75 H 1.896 2.209 -6.820
76 H 2.804 3.382 -5.870
77 H 0.860 4.006 -4.591
78 H -0.083 2.691 -5.297
79 H -1.774 5.602 -7.169
80 H -2.530 4.266 -8.111
81 H -1.249 5.243 -8.808
82 H 0.027 -2.115 2.002
83 H -0.734 -0.929 0.010
84 H -1.306 0.307 1.131
85 H -1.877 -1.412 1.247
86 H 0.311 -1.422 3.969
87 H 1.001 0.546 4.812
88 H 0.213 2.696 1.111
89 H -1.107 2.929 2.076
90 H -1.180 2.848 4.224
91 C 8.319 4.004 9.991
92 C 8.695 2.993 9.116
93 C 8.362 3.075 7.774
94 C 7.655 4.180 7.335
95 C 7.267 5.196 8.188
96 C 7.604 5.101 9.528
97 N 7.311 4.282 5.907
98 O 7.637 3.365 5.177
99 O 6.714 5.273 5.539
100 H 8.586 3.938 11.037
101 H 9.252 2.140 9.479
102 H 8.649 2.298 7.082
103 H 6.715 6.045 7.813
104 H 7.312 5.887 10.211
105 C -5.058 -9.970 -2.654
106 C -4.705 -8.704 -2.205
107 C -4.171 -8.539 -0.937
108 C -3.998 -9.657 -0.142
109 C -4.344 -10.926 -0.567
110 C -4.880 -11.077 -1.835
111 N -3.415 -9.492 1.199
112 O -3.145 -8.360 1.561
113 O -3.233 -10.486 1.866
114 H -5.472 -10.094 -3.645
115 H -4.844 -7.842 -2.844
116 H -3.890 -7.561 -0.575
117 H -4.198 -11.779 0.080
118 H -5.157 -12.062 -2.185
119 C -3.360 10.622 -11.256
120 C -3.618 10.531 -9.894
121 C -3.803 9.292 -9.303
122 C -3.724 8.162 -10.097
123 C -3.473 8.229 -11.455
124 C -3.291 9.474 -12.034
125 N -3.905 6.841 -9.473
126 O -4.144 6.804 -8.282
127 O -3.801 5.861 -10.183
128 H -3.212 11.592 -11.712
129 H -3.673 11.426 -9.290
130 H -4.006 9.205 -8.247
131 H -3.421 7.328 -12.047
132 H -3.093 9.548 -13.094
133 C -5.148 -2.313 1.866
134 C -5.242 -1.893 3.185
135 C -6.427 -2.060 3.886
136 C -7.496 -2.657 3.247
137 C -7.425 -3.087 1.936
138 C -6.238 -2.909 1.245
139 N -8.754 -2.853 3.995
140 O -8.793 -2.449 5.138
141 O -9.665 -3.408 3.418
142 H -4.221 -2.187 1.322
143 H -4.394 -1.434 3.670
144 H -6.517 -1.736 4.912
145 H -8.279 -3.551 1.466
146 H -6.166 -3.240 0.219

These are the Mulliken partial charges, in e, on atoms 1 to 6: C -0.84; C -0.41; N -0.01; C -1.19; C -0.22; C -1.48

Q: Number 3 is which compound?
A: C53H70F3N7O12P